49
Properties=species:S:1:pos:R:3:forces:R:3:mulliken_charge:R:1 method="wB97M-V/def2-TZVPD" orbital_gap_ev=8.713 total_charge=+1 max_force_ev_per_a=0.56
Ca -0.175182 0.150202 -0.093254 0.49 -0.25 0.10 2.2148
C -0.440650 -3.545579 -3.181189 0.00 0.04 0.03 -0.9796
C 0.848517 -4.031649 -3.291405 -0.03 0.00 0.00 -0.4138
C 1.827496 -3.532374 -2.449290 0.02 0.03 0.02 -0.9063
C 1.488842 -2.562872 -1.511313 -0.07 -0.13 -0.18 0.7838
N 0.248816 -2.068796 -1.432505 -0.06 0.28 0.24 -0.2410
C -0.687667 -2.552835 -2.246987 0.04 -0.08 -0.08 -0.0277
C 2.491715 -2.031746 -0.549845 0.16 -0.10 0.05 0.9549
C 3.669029 -2.733125 -0.311108 0.00 0.01 0.04 -0.8828
C 4.580375 -2.226641 0.594428 -0.06 0.03 -0.02 -0.8212
C 4.296798 -1.033268 1.228362 -0.02 -0.02 0.00 -0.8735
C 3.100676 -0.382582 0.942728 0.15 -0.10 0.05 0.9477
N 2.207858 -0.885937 0.081678 -0.10 0.11 -0.09 -0.3784
C 2.766938 0.899655 1.619116 0.05 0.19 0.12 0.7893
C 3.743455 1.656737 2.257313 0.00 -0.02 -0.03 -0.9068
C 3.378553 2.821180 2.911306 -0.02 0.01 0.01 -0.4205
C 2.050538 3.204033 2.905535 -0.03 -0.03 -0.04 -0.9756
C 1.144985 2.413505 2.216524 0.10 0.07 0.05 -0.0259
N 1.488604 1.291081 1.586826 -0.23 -0.21 -0.21 -0.2407
H -1.241312 -3.903269 -3.812008 0.00 0.00 -0.01 0.4297
H 1.096948 -4.786040 -4.025407 0.00 0.00 -0.01 0.4464
H 2.841937 -3.887314 -2.547054 0.01 0.01 0.03 0.3007
H -1.668713 -2.113887 -2.159638 -0.02 -0.04 -0.03 0.4007
H 3.861351 -3.677183 -0.795615 -0.02 0.00 -0.02 0.3068
H 5.494081 -2.761918 0.812903 0.01 0.00 0.00 0.4555
H 4.984867 -0.636790 1.957913 -0.01 0.02 0.00 0.3048
H 4.782298 1.365559 2.234629 -0.01 -0.03 -0.01 0.2963
H 4.127327 3.420111 3.411521 0.00 0.01 0.00 0.4438
H 1.713473 4.102481 3.401550 0.00 0.01 0.00 0.4323
H 0.107452 2.699340 2.148478 0.01 0.03 0.04 0.3899
N -3.612681 2.563601 -1.373396 0.02 0.03 -0.04 -0.4000
C -3.543670 1.535512 -0.258025 0.00 -0.07 0.08 0.8309
C -4.909675 1.442910 0.401717 0.01 0.00 0.00 -1.8374
P -3.082236 -0.012757 -1.176352 0.07 0.05 0.28 0.8573
O -2.656918 -1.035627 0.023993 -0.03 -0.01 -0.02 -0.4971
O -4.262150 -0.435924 -1.941684 -0.02 -0.06 -0.08 -0.7739
O -1.737954 0.276938 -1.785865 -0.09 0.13 -0.18 -0.8006
P -2.250549 2.259530 0.864168 -0.07 -0.29 -0.02 0.8683
O -1.910038 1.023719 1.876028 -0.02 0.04 0.01 -0.4912
O -2.848279 3.431724 1.517325 0.04 0.07 0.04 -0.7745
O -0.992988 2.300990 0.040010 -0.06 0.19 -0.12 -0.8043
H -4.303256 2.278255 -2.074290 0.02 0.01 -0.01 0.3597
H -2.684228 2.612916 -1.811622 -0.04 0.04 -0.03 0.3344
H -3.856063 3.482499 -0.991035 0.01 0.00 -0.01 0.3592
H -5.663540 1.108240 -0.312043 0.00 0.01 0.00 0.4554
H -5.191938 2.398467 0.845594 -0.01 0.00 0.00 0.4557
H -4.873652 0.707526 1.206372 0.00 0.00 0.00 0.4130
H -3.351492 -1.623680 0.338830 -0.09 -0.01 -0.01 0.3217
H -2.398095 1.015084 2.706082 -0.07 0.05 0.04 0.3195